(1)
The following is a DFT calculation (ωB97M-V/def2-TZVPD) of a structure of composition C4H7N3O at a distorted geometry.

- gap between HOMO and LUMO (eV) = 8.9

Last column: Löwdin charge in e.
CARTESIAN COORDINATES (ANGSTROEM)
C (-2.091, 0.101, 0.118)  -0.10
C (0.618, -0.773, -0.023)  -0.35
C (1.650, 1.465, 0.065)  -0.11
C (1.949, -1.334, 0.131)  -0.16
H (-1.986, 0.776, -0.899)  0.12
H (-1.772, 0.663, 1.116)  0.11
H (-3.218, 0.065, 0.201)  0.06
H (-2.306, -2.069, -0.001)  0.16
H (2.670, 0.521, 0.192)  0.13
H (1.716, 2.330, -1.247)  0.19
H (1.072, 2.195, 1.302)  0.17
N (-1.576, -1.312, -0.292)  -0.11
N (-0.355, -1.635, -0.054)  0.02
N (3.101, -1.593, -0.116)  0.15
O (0.528, 0.600, -0.493)  -0.29


(2)
The following is a DFT calculation (ωB97M-V/def2-TZVPD) of the molecule C4H7N3O2 at a distorted geometry.

- gap between HOMO and LUMO (eV) = 9.1

Last column: Löwdin charge in e.
CARTESIAN COORDINATES (ANGSTROEM)
N (-0.154, -1.395, 0.269)  -0.01
C (-0.397, -1.252, -1.176)  -0.55
C (-0.242, 1.127, 0.756)  -0.39
N (0.684, -0.727, -1.743)  0.20
C (0.125, -0.213, 1.294)  -0.23
C (0.642, 1.908, 0.143)  0.09
O (-1.505, 1.577, 1.030)  0.04
N (1.116, -1.038, 0.809)  -0.01
O (-1.436, -1.643, -1.646)  0.08
H (-2.088, 0.841, 1.247)  0.11
H (-0.685, -2.171, 0.674)  0.17
H (1.443, -0.559, -1.065)  0.09
H (0.732, -0.564, -2.731)  0.12
H (-0.260, -0.360, 2.322)  0.14
H (1.653, 1.570, 0.003)  0.06
H (0.372, 2.898, -0.185)  0.07


(3)
The following is a DFT calculation (ωB97M-V/def2-TZVPD) of the molecule C4H7N3O2 at a distorted geometry.

- SMILES = CO[C@](N)(C#N)C(N)=O
- gap between HOMO and LUMO (eV) = 10.8

Last column: Löwdin charge in e.
CARTESIAN COORDINATES (ANGSTROEM)
C (1.230, 1.701, 0.535)  -0.11
O (-0.060, 1.491, 0.093)  -0.11
C (-0.475, 0.137, 0.087)  -0.44
N (-1.797, 0.055, -0.373)  0.10
C (-0.464, -0.473, 1.726)  -0.10
N (-0.557, -0.970, 2.742)  0.12
C (0.361, -0.974, -0.460)  -0.49
N (0.023, -1.710, -1.543)  0.18
O (1.491, -1.154, -0.020)  0.05
H (1.543, 2.790, 0.139)  0.14
H (1.887, 0.819, 0.366)  0.08
H (1.143, 1.746, 1.641)  0.09
H (-1.927, -0.187, -1.379)  0.11
H (-2.291, 0.898, 0.018)  0.14
H (-0.939, -1.878, -1.811)  0.11
H (0.833, -2.290, -1.762)  0.13


(4)
The following is a DFT calculation (ωB97M-V/def2-TZVPD) of the molecule C4H7N3O2S at a distorted geometry.

- SMILES = Cn1cnc(S(N)(=O)=O)c1
- gap between HOMO and LUMO (eV) = 9.7

Last column: Löwdin charge in e.
CARTESIAN COORDINATES (ANGSTROEM)
C (1.190, 2.103, 1.812)  -0.04
N (0.797, 0.987, 1.039)  -0.15
C (1.622, 0.137, 0.334)  -0.16
N (0.982, -0.778, -0.363)  0.08
C (-0.314, -0.537, -0.109)  -0.32
S (-1.608, -1.519, -0.983)  0.58
N (-0.949, -1.772, -2.427)  -0.04
O (-1.643, -2.824, -0.397)  -0.30
O (-2.764, -0.694, -1.020)  -0.30
C (-0.446, 0.625, 0.670)  -0.04
H (0.487, 2.421, 2.583)  0.09
H (2.194, 1.755, 2.397)  0.15
H (1.401, 2.962, 1.146)  0.10
H (2.661, 0.311, 0.058)  0.13
H (-0.749, -2.680, -2.452)  0.01
H (-1.488, -1.506, -3.260)  0.11
H (-1.374, 1.009, 0.974)  0.11


(5)
The following is a DFT calculation (ωB97M-V/def2-TZVPD) of the molecule C4H7N3O2S at a distorted geometry.

- gap between HOMO and LUMO (spin up / spin down) (eV) = 5.7 / 7.6

Last column: Löwdin charge in e.
CARTESIAN COORDINATES (ANGSTROEM)
C (1.666, -0.694, 0.158)  -0.02
C (3.017, -0.938, 0.526)  -0.33
C (-0.094, 0.730, -0.789)  -0.19
C (-1.557, 0.889, -0.578)  -0.30
N (0.511, -0.398, 0.019)  0.02
N (3.882, -1.677, -0.013)  0.03
N (-1.866, 1.747, 0.540)  0.06
O (-2.958, -1.524, -1.095)  -0.46
O (-2.612, -1.090, 1.332)  -0.44
S (-2.005, -1.222, 0.013)  0.83
H (3.135, -0.217, 1.358)  0.11
H (-0.043, 0.285, -1.808)  0.14
H (0.537, 1.556, -0.801)  0.10
H (-2.295, 0.775, -1.359)  0.10
H (4.929, -1.729, 0.433)  0.12
H (-2.858, 1.941, 0.591)  0.09
H (-1.388, 1.566, 1.475)  0.13


(6)
The following is a DFT calculation (ωB97M-V/def2-TZVPD) of the molecule C4H7N3OS at a distorted geometry.

- gap between HOMO and LUMO (spin up / spin down) (eV) = 6.1 / 7.1

Last column: Löwdin charge in e.
CARTESIAN COORDINATES (ANGSTROEM)
C (0.917, 0.644, 0.933)  -0.05
C (-1.163, 1.010, -0.285)  -0.52
C (1.193, -1.850, 0.699)  -0.11
C (1.770, -0.522, 1.120)  -0.28
N (-1.361, 1.598, -1.501)  -0.25
N (-0.023, 0.704, 0.218)  0.12
N (-2.320, 0.595, 0.378)  0.11
O (-1.197, 2.594, -3.668)  -0.54
S (-0.419, 1.905, -2.641)  0.86
H (2.036, -2.567, 0.871)  0.10
H (1.083, -1.796, -0.370)  0.07
H (0.285, -1.936, 1.220)  0.06
H (2.648, -0.300, 0.345)  0.16
H (1.988, -0.547, 2.185)  0.10
H (-2.332, -0.347, 0.738)  0.08
H (-3.105, 0.814, -0.241)  0.09


Energy above the lowest of the compared OMol25 structures with the same formula, charge and spin: 894.6, 378.2, 280.0, 111.5, 492.3, 408.5 (kJ/mol)